Computed, not measured: a structure of composition C42H33BrF3O2OsP, with ωB97M-V with the def2-TZVPD basis set.

The value obtained for the HOMO energy is -7.275 eV. The value obtained for the energy above the lowest of the compared OMol25 structures with the same formula, charge and spin is 0.2 kcal per mole. Its LUMO energy is -0.7 eV.

```
! wB97M-V def2-TZVPD RIJCOSX def2/J DEFGRID3
* xyz 0 1
Os 0.2851 -0.2742 0.1884
Br 0.6982 1.3684 2.2580
C 0.1503 0.1221 3.5941
C -0.0547 0.5589 4.8647
C -0.3399 -0.3978 5.8581
C -0.3357 -1.7252 5.5419
C -0.0832 -2.1681 4.2203
C 0.0297 -3.5420 3.9120
C 0.3550 -3.9299 2.6453
C 0.4833 -2.9756 1.6147
C 0.3025 -1.6292 1.8215
C 0.1052 -1.2170 3.1766
H 0.0213 1.6089 5.1124
H -0.5244 -0.0705 6.8723
H -0.5087 -2.4703 6.3090
H -0.1132 -4.2690 4.7023
H 0.4860 -4.9801 2.4146
H 0.7124 -3.3245 0.6147
O -1.9011 0.2737 0.5752
C -1.1947 0.9433 -0.1589
C -1.3876 2.1288 -0.9179
C -2.5189 2.9391 -0.8659
C -2.5294 4.0999 -1.6137
C -1.4349 4.4547 -2.3991
C -0.3146 3.6392 -2.4585
C -0.2991 2.4666 -1.7194
P 0.9630 1.1653 -1.6470
C 0.9187 0.3770 -3.2809
C 1.8220 -0.6572 -3.5273
C 1.8049 -1.3153 -4.7431
C 0.8793 -0.9606 -5.7184
C -0.0282 0.0555 -5.4699
C -0.0094 0.7257 -4.2528
C 2.5327 2.0893 -1.6524
C 3.2022 2.3635 -2.8428
C 4.3684 3.1183 -2.8311
C 4.8765 3.5994 -1.6338
C 4.2186 3.3200 -0.4429
C 3.0565 2.5665 -0.4527
H -3.3563 2.6586 -0.2407
H -3.3938 4.7506 -1.5858
H -1.4621 5.3735 -2.9700
H 0.5322 3.9146 -3.0754
H 2.5192 -0.9568 -2.7548
H 2.5053 -2.1198 -4.9259
H 0.8616 -1.4823 -6.6665
H -0.7589 0.3296 -6.2199
H -0.7335 1.5089 -4.0672
H 2.8195 1.9854 -3.7822
H 4.8814 3.3229 -3.7616
H 5.7895 4.1803 -1.6247
H 4.6188 3.6756 0.4975
H 2.5751 2.3221 0.4847
F 9.6448 -1.6773 -1.1890
C 8.7709 -2.7045 -1.1573
F 9.2163 -3.5763 -0.2314
F 8.8712 -3.3307 -2.3539
C 7.3696 -2.2485 -0.8869
C 6.5011 -3.0694 -0.1819
C 5.1934 -2.6696 0.0310
C 4.7399 -1.4433 -0.4594
C 5.6263 -0.6267 -1.1729
C 6.9320 -1.0273 -1.3843
C 3.3928 -1.0233 -0.2350
C 2.2381 -0.7088 -0.0437
H 6.8492 -4.0174 0.2048
H 4.5127 -3.3019 0.5846
H 5.2789 0.3245 -1.5545
H 7.6148 -0.3906 -1.9314
C -2.4773 -1.6062 -2.2009
C -1.3562 -2.3837 -1.4855
C -0.8882 -3.5274 -2.3874
C -1.9222 -2.9633 -0.1890
O -0.2585 -1.5146 -1.3376
H -3.2954 -2.2679 -2.4980
H -2.0717 -1.1295 -3.0948
H -2.8855 -0.8377 -1.5430
H -1.6934 -4.2380 -2.5821
H -0.0589 -4.0524 -1.9099
H -0.5360 -3.1186 -3.3373
H -2.8385 -3.5149 -0.4156
H -2.1648 -2.1771 0.5230
H -1.2263 -3.6548 0.2780
*
```

Computed, not measured: a structure of composition C28H32BrCsN10O10P2S, with ωB97M-V with the def2-TZVPD basis set.

The value obtained for the HOMO energy (alpha / beta) is -2.138 / -2.139 eV. The value obtained for the energy above the lowest of the compared OMol25 structures with the same formula, charge and spin is 0.0 kcal per mole. Its LUMO energy (alpha / beta) is 3.6 / 3.6 eV.

```
! wB97M-V def2-TZVPD RIJCOSX def2/J DEFGRID3
* xyz -2 1
Cs -0.6201 0.0423 -1.1876
C -1.1524 -4.2621 4.0102
N -1.4617 -4.4239 2.5979
C -0.6193 -5.4122 1.9621
C -1.6271 -3.2092 1.8770
N -0.9974 -2.8369 0.8499
N -2.6973 -2.4725 2.4179
C -2.9613 -1.1529 2.0234
N -4.3397 -0.8729 2.0326
N -2.0252 -0.3826 1.6782
H -1.3944 -5.1835 4.5467
H -1.7420 -3.4459 4.4195
H -0.0877 -4.0372 4.1670
H -0.7173 -6.3542 2.5047
H 0.4460 -5.1356 1.9620
H -0.9378 -5.5654 0.9319
H -0.2225 -3.4595 0.6407
H -3.5148 -3.0498 2.5429
H -4.7852 -1.1118 2.9092
H -4.5296 0.0865 1.7572
H -2.4100 0.5175 1.3974
N 1.7758 -1.4494 -5.8562
C 0.6735 -1.0404 -4.8951
C -0.5715 -0.7428 -5.7132
P 0.4628 -2.5214 -3.7362
O -0.9978 -3.0847 -4.0975
O 1.4692 -3.4982 -4.2360
O 0.4283 -1.9583 -2.3527
P 1.3488 0.5396 -4.1527
O 2.4324 -0.0361 -3.1056
O 0.2157 1.1852 -3.4440
O 2.1400 1.1220 -5.2875
H 2.2185 -2.3258 -5.4930
H 2.3938 -0.6049 -5.8985
H 1.3968 -1.6370 -6.7815
H -0.8888 -1.6232 -6.2798
H -0.4029 0.1017 -6.3902
H -1.3809 -0.4747 -5.0377
H -1.7174 -2.5612 -3.6994
H 2.0104 -0.5459 -2.3967
Br 5.0925 9.0237 3.4702
C 5.2273 7.1462 3.7570
C 5.2568 6.6524 5.0508
C 5.3687 5.2883 5.2437
C 5.4302 4.4041 4.1584
C 5.3994 4.9351 2.8609
C 5.3031 6.2966 2.6653
N 5.7613 3.0627 4.4104
N 5.2616 2.0767 3.7814
C 4.1000 2.0710 3.0913
C 3.0231 2.9742 3.2576
C 1.8428 2.8695 2.5876
C 1.6060 1.8390 1.6085
O 0.5886 1.7577 0.9190
C 2.6831 0.8210 1.4896
N 2.4283 -0.1936 0.6490
C 3.3465 -1.1161 0.4901
C 4.5761 -1.1000 1.1656
C 4.8470 -0.0689 2.0291
C 3.8789 0.9374 2.2212
H 5.2005 7.3216 5.8984
H 5.4219 4.8730 6.2418
H 5.4434 4.2790 2.0029
H 5.2832 6.6989 1.6615
H 3.1174 3.7641 3.9935
H 1.0257 3.5552 2.7724
H 3.1139 -1.9192 -0.2041
H 5.2943 -1.8911 0.9901
H 5.7838 -0.0018 2.5644
O -4.6981 1.4045 0.0766
C -4.6372 0.5719 -0.8297
N -3.5937 -0.2120 -1.1164
S -3.9472 -1.3162 -2.2145
O -3.0332 -1.2131 -3.3396
O -4.1147 -2.6489 -1.6902
C -5.5538 -0.6900 -2.6470
C -6.4584 -1.1121 -3.5987
C -7.6747 -0.4417 -3.6562
C -7.9576 0.5978 -2.7768
C -7.0357 0.9973 -1.8206
C -5.8159 0.3380 -1.7683
H -6.2271 -1.9279 -4.2692
H -8.4154 -0.7299 -4.3922
H -8.9152 1.1004 -2.8455
H -7.2378 1.8024 -1.1266
*
```

Computed, not measured: a cluster of 7 separate species, C19H52O7 in total, with ωB97M-V with the def2-TZVPD basis set.

As for the structure (SMILES): CC(C)O.CC(C)O.CC(C)O.CC(C)O.CC(C)O.CC(C)O.CO. The value obtained for the HOMO energy is -9.354 eV. The value obtained for the energy above the lowest of the compared OMol25 structures with the same formula, charge and spin is 201.2 kcal per mole. Its LUMO energy is 0.3 eV.

```
! wB97M-V def2-TZVPD RIJCOSX def2/J DEFGRID3
* xyz 0 1
C 0.5548 -2.7451 -0.2390
O 0.8238 -1.4511 0.1150
H -0.0802 -3.2851 0.5070
H 1.5138 -3.3381 -0.2830
H 0.1258 -2.8631 -1.1760
H 0.0568 -1.1451 0.6510
C 2.5298 2.9559 2.6790
C 1.0778 2.9159 2.7290
C 0.4708 1.4769 2.8360
O 0.5098 3.4829 3.6940
H 3.0108 2.6859 3.6540
H 2.8978 3.9649 2.5220
H 2.8328 2.4369 1.7760
H 0.6968 3.3789 1.8500
H -0.5972 1.5029 2.7220
H 0.6058 0.9369 3.7550
H 0.9258 0.8409 2.0880
H -0.2512 3.9029 3.3190
C 3.5608 -0.3141 2.4150
C 3.3828 -1.8561 2.5340
C 2.0798 -2.2651 3.2480
O 3.3848 -2.3461 1.3880
H 3.0758 0.2099 3.2370
H 3.0508 0.1599 1.5970
H 4.6618 -0.1151 2.2720
H 4.1458 -2.0821 3.2140
H 2.1718 -1.9781 4.2900
H 1.9218 -3.3791 3.2000
H 1.2098 -1.7591 2.7690
H 2.6408 -2.0441 0.8770
C 0.8638 -1.2941 -3.6900
C -0.1942 -0.9921 -4.7390
C -0.5172 0.4519 -4.8800
O 0.0798 -1.5011 -5.8190
H 1.4118 -2.2451 -3.7790
H 0.5158 -1.2111 -2.6370
H 1.6348 -0.5011 -3.7420
H -1.1602 -1.4291 -4.4580
H -1.3832 0.6069 -5.4810
H 0.3928 1.0339 -5.2390
H -0.6992 0.8359 -3.8390
H -0.7052 -1.5181 -6.3380
C -2.1962 -0.8811 -1.7210
C -3.5052 -0.1421 -2.0030
C -3.2922 1.1469 -2.9080
O -4.3732 -0.7211 -2.6220
H -1.3102 -0.2771 -1.4660
H -1.9912 -1.7401 -2.3790
H -2.3762 -1.3131 -0.7820
H -3.9602 0.0959 -1.0630
H -2.7792 0.8769 -3.8440
H -2.7092 1.9369 -2.3760
H -4.2752 1.5789 -3.1450
H -5.0962 -0.0601 -2.6400
C -3.4222 -1.7881 1.6420
C -2.3292 -0.9821 2.2470
C -1.4042 -1.7931 3.0870
O -1.5512 -0.4251 1.4170
H -2.9682 -2.5721 0.9770
H -4.0402 -1.1331 1.0300
H -3.9682 -2.0871 2.5040
H -2.8002 -0.1631 2.8470
H -1.9792 -2.3251 3.7560
H -0.7572 -1.1511 3.6900
H -0.8782 -2.5821 2.6100
H -1.9642 0.3229 0.9750
C 2.0888 2.9489 -1.1300
C 1.2668 1.7299 -0.7160
C -0.1382 2.2479 -0.4840
O 1.3078 0.7709 -1.5080
H 3.0488 2.6319 -1.5330
H 2.3218 3.6219 -0.3150
H 1.6008 3.5969 -1.8360
H 1.6598 1.3029 0.1680
H -0.1782 3.3019 -0.1880
H -0.5682 1.7319 0.3740
H -0.8442 2.2119 -1.2910
H 1.1278 -0.0421 -0.9720
*
```